DFT (ωB97M-V/def2-TZVPD) results for C10H30O5PbS5 as an isolated structure.

Its HOMO-LUMO gap (alpha / beta) is 5.47 / 9.36 eV. As for the HOMO energy (alpha / beta): -0.2614 / -0.4083 Ha. For the total energy, the calculation gives -2958.5811 hartree. As for the multiplicity: 2. As for the charge: +1.

XYZ file:
```
51
Properties=species:S:1:pos:R:3:forces:R:3:mulliken_charge:R:1
Pb 0.049 0.041 -0.506 -0.1 0.7 0.1 0.654
C -1.083 3.583 2.925 0.0 0.8 -0.4 -1.032
S -2.099 2.436 1.893 2.0 -0.5 -1.0 0.356
O -1.236 1.937 0.719 -1.0 1.4 2.1 -0.461
C -2.322 1.237 3.257 -0.1 0.9 -1.3 -0.768
H -0.758 4.409 2.292 0.1 -0.2 -0.4 0.286
H -0.199 3.198 3.433 -0.2 -0.6 -0.2 0.330
H -1.697 4.105 3.660 -0.4 -0.4 0.1 0.449
H -1.399 0.853 3.691 -0.2 0.1 -0.1 0.269
H -3.004 0.491 2.849 0.2 0.0 0.5 0.183
H -2.814 2.016 3.840 -0.3 -0.7 0.9 0.448
C -0.176 -3.380 2.157 0.1 0.7 -0.1 -0.943
S -0.250 -3.654 0.276 0.7 -0.2 1.5 0.356
O -0.355 -2.314 -0.439 0.5 -2.3 0.8 -0.389
C 1.499 -4.354 0.297 0.0 0.4 -0.1 -0.995
H -0.246 -4.261 2.795 -0.4 -0.6 -0.8 0.445
H -0.959 -2.689 2.469 -0.2 0.0 -0.4 0.221
H 0.764 -2.948 2.501 0.2 0.3 -0.6 0.345
H 1.763 -4.922 -0.595 -0.3 0.4 -0.3 0.320
H 1.661 -5.049 1.122 -0.7 0.0 0.2 0.417
H 2.209 -3.546 0.474 -0.1 0.2 -0.3 0.313
C -3.826 -2.146 -0.801 -0.8 -1.2 -0.5 -0.883
S -3.795 -0.962 0.538 -0.7 1.4 -0.6 0.433
O -2.405 -0.445 0.599 0.5 -0.4 0.5 -0.514
C -4.722 0.513 -0.146 -0.2 -0.4 -0.8 -0.950
H -4.806 -2.588 -0.981 -0.6 0.7 0.2 0.451
H -3.363 -3.056 -0.419 0.8 0.3 0.2 0.247
H -3.430 -1.913 -1.789 0.4 0.6 0.4 0.312
H -5.800 0.420 -0.012 0.0 -0.4 -0.1 0.434
H -4.475 0.658 -1.198 -0.1 -0.6 -0.2 0.298
H -4.457 1.498 0.238 0.5 -0.5 1.0 0.239
C 2.595 -2.970 -3.340 0.4 -1.9 -0.5 -1.040
S 2.474 -1.197 -3.291 0.3 1.4 3.2 0.428
O 1.992 -0.731 -1.878 0.7 -1.2 -2.2 -0.454
C 4.271 -0.834 -3.133 0.0 -0.8 -0.6 -1.015
H 1.713 -3.592 -3.187 -0.7 1.0 0.2 0.332
H 3.323 -3.512 -2.736 0.4 0.8 0.5 0.345
H 2.868 -3.249 -4.358 0.1 0.4 -0.3 0.437
H 4.731 -1.321 -2.273 -0.6 -0.1 0.2 0.316
H 4.485 0.233 -3.068 -0.5 -0.1 -0.2 0.312
H 4.739 -1.281 -4.010 0.1 0.3 -0.2 0.422
C 2.882 3.386 0.382 -0.7 -0.1 -0.2 -0.752
S 2.049 3.391 -1.256 -0.9 -0.8 0.8 0.383
O 1.127 2.186 -1.319 1.1 0.9 -0.1 -0.416
C 0.982 4.788 -0.957 0.5 1.0 -0.5 -0.916
H 3.310 4.357 0.629 0.3 -0.1 -0.4 0.411
H 3.622 2.585 0.353 0.0 0.2 0.2 0.296
H 2.111 3.207 1.131 0.0 -0.4 0.0 0.120
H 0.209 4.741 -0.189 0.2 -0.6 0.0 0.162
H 0.564 5.056 -1.927 -0.2 -0.1 0.1 0.343
H 1.683 5.586 -0.713 -0.1 0.2 0.1 0.417
```
Positions in Å, forces in eV/Å.

DFT (ωB97M-V/def2-TZVPD) results for a 5-piece molecular cluster, C10H30O5S5 overall.

Its HOMO-LUMO gap is 9.03 eV. As for the HOMO energy: -0.3178 Ha. For the total energy, the calculation gives -2765.9527 hartree. As for the multiplicity: 1. As for the charge: 0. As for the energy relative to the best compared isomer or geometry (same formula, charge and spin): 41.3 kJ/mol.

XYZ file:
```
50
Properties=species:S:1:pos:R:3:forces:R:3:mulliken_charge:R:1
C 0.320 3.676 -4.160 -0.4 0.1 -0.4 -0.975
S 1.092 4.314 -5.676 -0.3 0.4 0.1 0.483
O 0.043 4.835 -6.599 0.1 -0.2 0.3 -0.625
C 1.841 5.773 -4.934 0.0 0.6 0.3 -0.925
H -0.170 4.446 -3.565 0.3 0.2 0.0 0.382
H 1.092 3.138 -3.613 0.0 0.0 0.2 0.313
H -0.479 3.004 -4.475 0.2 -0.2 -0.1 0.371
H 1.106 6.510 -4.596 -0.4 -0.4 -0.1 0.314
H 2.409 6.282 -5.711 0.3 -0.3 0.0 0.312
H 2.444 5.530 -4.059 0.2 -0.2 -0.3 0.343
C -0.084 0.990 -0.833 -0.3 -0.4 0.2 -0.714
S 1.490 1.149 0.075 -0.8 0.7 0.8 0.464
O 1.352 2.564 0.569 0.7 -0.3 -0.3 -0.648
C 1.083 0.151 1.548 -0.1 -0.3 -0.1 -0.804
H -0.540 0.000 -0.899 0.4 -0.2 0.1 0.383
H 0.034 1.373 -1.844 0.2 0.1 0.1 0.205
H -0.769 1.649 -0.301 0.1 0.1 0.0 0.218
H 1.877 0.142 2.298 0.4 0.3 -0.5 0.327
H 0.918 -0.887 1.252 -0.3 0.0 0.0 0.327
H 0.243 0.631 2.051 -0.3 -0.1 -0.3 0.253
C 0.253 -0.758 5.518 0.6 0.1 -0.2 -0.830
S 1.354 -2.029 6.278 0.0 0.1 -1.1 0.471
O 1.656 -3.028 5.197 -0.2 0.4 0.6 -0.600
C 2.842 -0.989 6.340 -0.3 -0.1 0.2 -0.869
H -0.361 -1.216 4.745 -0.1 -0.4 0.3 0.327
H 0.872 -0.030 4.992 0.0 0.1 0.2 0.198
H -0.341 -0.268 6.285 -0.1 0.0 0.0 0.376
H 3.633 -1.651 6.687 0.1 0.1 0.0 0.323
H 2.722 -0.154 7.031 -0.1 0.0 0.0 0.363
H 3.047 -0.627 5.336 0.0 -0.1 -0.1 0.246
C -5.709 0.728 -1.693 -0.2 0.2 0.2 -1.000
S -3.908 0.628 -1.509 0.0 0.4 0.2 0.550
O -3.368 1.954 -1.940 -0.2 -0.4 0.2 -0.599
C -3.855 0.616 0.322 0.0 0.2 -0.9 -0.678
H -5.913 0.898 -2.748 0.1 -0.1 -0.1 0.336
H -6.130 1.566 -1.133 0.3 0.1 0.0 0.309
H -6.216 -0.180 -1.364 0.2 -0.1 0.0 0.363
H -4.229 -0.350 0.654 -0.2 0.1 0.2 0.358
H -4.424 1.484 0.649 -0.1 -0.2 0.2 0.306
H -2.815 0.739 0.613 0.1 -0.1 -0.1 0.074
C 2.168 -5.620 0.486 0.4 0.4 -0.2 -0.937
S 0.735 -4.742 -0.210 0.8 0.0 -0.2 0.491
O 1.026 -3.280 -0.101 -0.1 -0.4 -0.1 -0.564
C 1.030 -5.304 -1.917 -0.3 -0.1 -0.5 -0.986
H 2.188 -6.653 0.143 -0.3 -0.1 0.3 0.351
H 2.164 -5.508 1.567 -0.3 -0.2 0.0 0.309
H 3.099 -5.162 0.139 -0.2 0.2 -0.2 0.307
H 1.924 -4.951 -2.435 0.2 0.2 0.6 0.337
H 0.198 -4.992 -2.551 -0.2 0.0 0.3 0.309
H 1.057 -6.394 -1.910 -0.1 0.0 0.1 0.358
```
Positions in Å, forces in eV/Å.

DFT (ωB97M-V/def2-TZVPD) results for a 5-piece molecular cluster, C10H31ClO17P3 overall.

Its HOMO-LUMO gap is 8.96 eV. As for the HOMO energy: -0.2432 Ha. For the total energy, the calculation gives -3163.0250 hartree. As for the multiplicity: 1. As for the charge: -1. As for the energy relative to the best compared isomer or geometry (same formula, charge and spin): 0.0 kJ/mol.

XYZ file:
```
62
Properties=species:S:1:pos:R:3:forces:R:3:mulliken_charge:R:1
Cl 17.528 -11.409 2.362 2.7 2.3 1.2 1.701
O 16.353 -11.228 3.173 -0.6 -0.8 -0.4 -0.641
O 18.694 -11.237 3.244 -0.3 -0.4 0.1 -0.719
O 17.663 -12.689 1.751 -1.1 -1.2 -0.4 -0.607
O 17.626 -10.368 1.375 -0.7 -0.2 -0.5 -0.713
C 11.291 -12.446 6.366 0.3 -0.3 0.7 -0.780
O 11.478 -13.220 5.176 -0.9 0.1 0.1 -0.201
P 10.742 -12.700 3.852 0.9 0.7 -0.9 0.967
O 9.456 -11.993 3.944 0.6 -0.5 0.5 -0.737
O 11.871 -11.787 3.163 -1.3 -0.9 0.1 -0.369
C 13.272 -12.006 3.325 0.7 0.0 0.3 -0.616
O 10.711 -14.025 2.976 0.9 0.3 0.0 -0.179
C 10.014 -15.217 3.266 -1.4 -0.1 0.0 -0.718
H 11.403 -13.124 7.215 -0.1 -0.1 -0.2 0.232
H 10.299 -12.000 6.399 0.1 0.2 -0.1 0.357
H 12.091 -11.712 6.489 -0.2 0.2 -0.3 0.291
H 13.513 -12.843 3.981 -0.3 0.0 0.1 0.292
H 13.682 -11.103 3.775 0.1 0.0 -0.2 0.316
H 13.773 -12.201 2.378 -0.3 0.2 -0.1 0.280
H 10.635 -16.063 3.557 0.4 0.3 -0.1 0.250
H 9.449 -15.462 2.365 0.2 -0.2 0.0 0.287
H 9.243 -15.077 4.029 0.2 0.2 0.2 0.342
C 19.296 -13.994 5.290 -0.8 0.9 -0.9 -0.697
O 20.023 -13.776 6.490 0.9 -1.2 1.4 -0.379
P 20.817 -14.982 7.220 -0.7 0.5 -0.9 1.072
O 22.196 -15.177 6.752 -0.7 -0.4 0.5 -0.712
O 20.653 -14.587 8.761 -0.7 -0.4 -0.2 -0.306
C 21.706 -14.733 9.713 0.8 0.3 -0.5 -0.659
O 19.852 -16.272 7.018 1.0 1.0 0.1 -0.344
C 18.467 -16.199 7.321 -1.0 -0.7 -0.5 -0.634
H 19.529 -13.201 4.576 0.4 -0.1 0.1 0.295
H 18.237 -13.814 5.500 0.0 -0.4 0.1 0.295
H 19.453 -14.955 4.801 0.1 -0.1 0.3 0.385
H 21.414 -15.095 10.699 -0.9 0.2 -0.2 0.247
H 22.115 -13.725 9.793 0.5 -0.3 0.3 0.251
H 22.445 -15.459 9.368 0.1 0.3 -0.2 0.327
H 18.041 -15.208 7.473 0.5 0.2 0.3 0.332
H 18.234 -16.876 8.142 0.2 0.3 0.3 0.301
H 17.910 -16.598 6.467 0.2 0.0 -0.1 0.205
C 13.633 -15.717 2.069 1.1 0.9 -0.7 -0.385
O 14.030 -17.063 2.324 0.0 -0.5 1.2 -0.372
P 15.109 -17.499 3.435 0.6 0.6 0.1 1.148
O 14.990 -17.053 4.840 -0.4 0.1 -1.0 -0.673
O 15.029 -19.059 3.231 -0.3 0.1 -0.6 -0.400
C 15.962 -19.952 3.806 0.0 -0.8 0.5 -0.611
O 16.532 -17.140 2.799 -0.4 -0.4 0.4 -0.388
C 17.055 -15.799 2.852 0.0 -0.1 -1.0 -0.735
H 14.521 -15.135 1.806 0.0 0.0 0.0 0.116
H 13.159 -15.153 2.869 -0.3 -0.6 0.3 0.207
H 13.043 -15.722 1.157 -0.4 -0.2 0.2 0.324
H 16.547 -19.495 4.602 0.1 0.1 -0.1 0.260
H 16.604 -20.419 3.059 0.1 0.5 -0.2 0.252
H 15.400 -20.787 4.232 -0.1 0.2 0.1 0.255
H 18.105 -15.878 2.581 0.1 0.0 0.4 0.285
H 16.891 -15.318 3.813 0.0 -0.1 0.0 0.366
H 16.595 -15.251 2.030 0.0 0.3 0.3 0.312
C 20.881 -13.170 1.657 -1.6 0.5 -0.5 -0.189
O 21.547 -12.280 2.521 0.2 0.4 -0.2 -0.552
H 20.208 -12.683 0.930 0.3 0.5 0.2 0.173
H 21.554 -13.716 0.995 0.3 -0.4 0.8 0.345
H 20.147 -13.729 2.253 0.5 -0.8 -0.3 -0.109
H 20.854 -11.683 2.852 0.1 -0.1 -0.1 0.359
```
Positions in Å, forces in eV/Å.

DFT (ωB97M-V/def2-TZVPD) results for a 7-piece molecular cluster, C10H31F5N13O7 overall.

Its HOMO-LUMO gap is 8.00 eV. As for the HOMO energy: -0.4031 Ha. For the total energy, the calculation gives -2137.4569 hartree. As for the multiplicity: 1. As for the charge: +1.

XYZ file:
```
66
Properties=species:S:1:pos:R:3:forces:R:3:mulliken_charge:R:1
C 0.954 -2.789 -2.609 -0.1 -1.0 0.2 -0.408
O 0.366 -1.490 -2.393 -0.2 -0.4 -0.2 -0.335
C -0.549 -1.121 -3.343 2.0 1.1 -0.4 -0.606
N -1.941 -1.017 -2.750 0.1 -0.1 -0.1 -0.135
C -2.601 -2.289 -2.394 -1.5 -0.1 -0.3 0.480
F -2.004 -2.896 -1.411 1.3 -0.4 0.5 -0.183
F -3.806 -1.945 -1.933 -0.6 0.6 0.0 -0.303
C -2.874 -3.248 -3.590 -0.4 0.3 0.2 0.643
F -1.809 -3.881 -3.982 1.3 -0.3 -0.4 -0.182
F -3.390 -2.546 -4.583 0.1 0.8 -0.7 -0.259
F -3.765 -4.113 -3.220 -0.8 -0.9 0.7 -0.223
H 1.806 -2.928 -1.941 -0.2 0.4 -0.1 0.184
H 1.258 -2.958 -3.650 0.0 0.4 0.1 0.345
H 0.225 -3.570 -2.352 0.1 0.1 0.0 0.195
H -0.287 -0.100 -3.657 -0.6 0.0 0.1 0.503
H -0.512 -1.729 -4.253 -0.6 -0.2 0.3 0.484
H -2.527 -0.494 -3.421 0.0 0.0 0.1 0.357
H -1.903 -0.459 -1.882 0.2 0.0 -0.2 0.411
C -1.968 -0.682 2.456 0.3 0.0 0.2 0.552
O -2.494 -0.090 3.378 -0.1 0.0 0.0 -0.635
N -2.684 -1.130 1.371 -0.3 0.2 -0.4 -0.292
N -0.635 -0.951 2.419 0.1 0.0 0.0 -0.165
H -2.274 -1.620 0.601 0.1 -0.2 0.2 0.156
H -3.671 -0.949 1.366 0.0 -0.1 0.1 0.186
H -0.084 -0.636 3.200 0.2 -0.1 -0.1 0.124
H -0.181 -1.439 1.669 0.0 0.0 0.0 0.129
C -3.193 2.962 -3.556 -0.5 0.3 -0.3 0.765
O -2.202 2.336 -3.929 -0.1 -0.7 0.3 -0.592
N -4.269 2.362 -2.962 0.1 -0.2 0.1 -0.333
N -3.297 4.302 -3.702 0.3 0.0 -0.1 -0.453
H -5.083 2.862 -2.654 0.0 0.0 0.0 0.165
H -4.236 1.370 -2.832 -0.2 0.0 0.0 0.094
H -2.523 4.785 -4.136 -0.1 0.1 0.1 0.244
H -4.095 4.834 -3.405 0.0 0.0 0.0 0.133
C -0.027 5.339 -2.278 0.0 0.0 0.0 0.619
O -0.580 6.167 -2.983 -0.1 0.0 -0.1 -0.642
N 1.221 5.529 -1.762 0.2 0.2 0.0 -0.378
N -0.621 4.156 -1.955 -0.1 -0.1 0.2 -0.237
H 1.691 4.860 -1.181 -0.1 0.0 0.0 0.146
H 1.683 6.392 -1.985 0.0 0.0 0.0 0.235
H -1.539 4.002 -2.328 0.2 0.0 0.1 0.142
H -0.198 3.451 -1.381 0.1 0.1 0.0 0.139
C 1.710 -0.885 6.259 -0.1 0.0 0.0 0.552
O 2.911 -0.828 6.435 0.0 -0.1 0.0 -0.636
N 0.925 -1.835 6.855 0.0 -0.2 0.1 -0.381
N 1.037 -0.009 5.452 0.0 0.2 -0.4 -0.343
H -0.067 -1.901 6.725 0.0 0.1 0.0 0.166
H 1.383 -2.496 7.455 0.0 0.1 0.0 0.223
H 1.578 0.711 4.994 0.1 0.0 0.0 0.250
H 0.045 -0.046 5.300 0.0 0.1 0.3 0.204
C 3.178 -4.078 0.690 0.2 -0.1 0.2 0.640
O 2.622 -3.306 -0.085 -0.1 0.0 0.0 -0.656
N 4.343 -3.766 1.313 0.1 0.2 -0.1 -0.404
N 2.672 -5.306 0.987 -0.2 -0.1 -0.1 -0.372
H 4.815 -4.379 1.951 0.0 0.0 0.0 0.171
H 4.743 -2.866 1.117 0.0 0.0 0.0 0.210
H 1.811 -5.568 0.544 0.0 0.0 0.0 0.197
H 3.110 -5.950 1.618 0.0 0.0 0.0 0.170
C 3.295 2.576 3.059 0.0 0.2 0.1 0.621
O 2.880 1.621 3.691 -0.1 -0.1 -0.1 -0.653
N 2.856 3.849 3.278 -0.2 0.1 0.0 -0.380
N 4.237 2.449 2.080 0.0 -0.2 -0.2 -0.408
H 3.187 4.648 2.772 0.0 0.0 0.0 0.175
H 2.165 3.978 3.995 0.1 0.0 0.0 0.210
H 4.584 1.525 1.896 0.0 0.0 0.1 0.209
H 4.597 3.220 1.549 0.0 0.0 0.1 0.162
```
Positions in Å, forces in eV/Å.